1.
ORCA calculation (the ωB97M-V functional and the def2-TZVPD basis) on C51H60ClMnN4O5P as an isolated structure.

## Properties
Max |F|, hartree/bohr: 0.022
Frontier orbital gap (spin up / spin down), eV: 6.842 / 6.881
⟨S²⟩: 8.75
Energy above the lowest of the compared OMol25 structures with the same formula, charge and spin, kJ/mol: 168.6
Highest occupied orbital energy (spin up / spin down), eV: -7.5 / -7.6
Multiplicity: 6

Last column: Mulliken charge in e.
Element x y z (Å)
Mn: 0.0722 -0.0023 -0.5508  1.5677
Cl: -3.8360 0.6043 5.8628  -0.2506
C: -2.6920 0.4532 4.5611  -0.2328
C: -1.4437 -0.1377 4.8007  -0.8639
C: -0.5547 -0.3085 3.7733  -0.8207
C: -0.8509 0.0983 2.4409  0.3485
O: -0.0275 -0.1520 1.4920  1.7059
C: -2.0892 0.7864 2.2477  0.0257
C: -2.3858 1.4644 1.0265  -0.8304
N: -1.6002 1.4951 0.0102  1.0058
C: -1.7864 2.4015 -1.0276  -0.8675
C: -2.9829 2.9516 -1.4305  -0.7078
C: -3.0148 3.9896 -2.3766  -0.9941
C: -1.8581 4.5047 -2.8933  -0.9342
C: -0.6138 3.9503 -2.5198  1.1206
C: 0.6250 4.4722 -2.9505  -1.1947
C: 1.7825 3.8675 -2.5492  -1.2325
C: 1.7070 2.6969 -1.7757  -0.1649
N: 0.5784 2.1884 -1.3397  1.3294
C: -0.5795 2.8391 -1.6451  0.2123
C: -2.9994 0.9197 3.3141  -0.9934
H: -1.1982 -0.4669 5.8023  0.4380
H: 0.3974 -0.7989 3.9444  0.4489
H: -3.2855 2.0874 1.0472  0.3488
H: -3.9100 2.5721 -1.0213  0.5567
H: -3.9692 4.4083 -2.6697  0.4173
H: -1.8777 5.3367 -3.5863  0.4328
H: 0.6336 5.3518 -3.5837  0.4381
H: 2.7493 4.2534 -2.8435  0.5933
H: 2.6103 2.1704 -1.5000  0.0803
H: -3.9469 1.4161 3.1393  0.4625
C: 0.4063 1.3018 -5.3324  -1.1636
C: -0.4856 0.2558 -4.7653  0.1232
N: -0.7279 0.0133 -3.4921  0.2225
C: -1.6416 -1.0114 -3.4716  0.2444
C: -1.9518 -1.3877 -4.7530  -0.1946
N: -1.2020 -0.5747 -5.5545  -0.0090
C: -2.7625 -2.4759 -5.3495  0.4557
O: -3.4931 -3.1742 -4.5199  -0.6089
O: -2.7125 -2.6683 -6.5457  -0.6566
C: -2.1737 -1.5467 -2.1824  0.1959
O: -3.1231 -2.3520 -2.2401  -0.8939
O: -1.6313 -1.1428 -1.1154  -0.2426
H: 0.9555 1.7849 -4.5331  -0.0728
H: -0.1815 2.0587 -5.8556  0.3967
H: 1.1143 0.8638 -6.0383  0.4309
H: -1.1919 -0.6340 -6.5604  0.2366
H: -3.4109 -2.8264 -3.5671  0.4290
C: 6.9320 2.4142 -1.6521  -1.6864
C: 6.1087 2.7581 -0.4131  0.6921
C: 6.9963 2.6159 0.8328  -1.4050
C: 4.8917 1.8714 -0.2377  -0.2912
C: 4.0591 2.0301 0.8693  -0.4693
C: 3.2019 1.0291 1.2930  0.5217
C: 2.4350 1.2671 2.5833  1.9078
C: 3.3274 1.6105 3.7803  -1.9186
C: 1.3986 2.3769 2.3694  -1.6678
C: 3.1061 -0.2025 0.5677  0.5743
C: 3.7153 -0.2146 -0.7091  0.5011
C: 4.6043 0.7996 -1.0682  -0.7461
C: 3.4493 -1.2875 -1.7455  1.6818
C: 4.7157 -1.8933 -2.3544  -2.1673
C: 2.5630 -0.7149 -2.8497  -1.6602
C: 3.0001 -1.4475 1.4447  0.2120
C: 4.1020 -1.4607 2.3212  -0.3917
C: 4.2105 -2.3178 3.3986  -1.0220
C: 3.1831 -3.2073 3.6459  -1.1891
C: 2.1598 -3.3115 2.7211  -0.6498
C: 2.0531 -2.4902 1.5942  0.5804
P: 0.8538 -3.0049 0.2686  1.6735
C: 1.9761 -4.4017 -0.5170  2.1484
C: 1.6276 -4.3860 -2.0152  -1.5016
C: 3.4764 -4.1416 -0.2968  -1.6602
C: 1.7838 -5.8334 -0.0069  -2.1170
C: -0.6438 -3.9520 1.0359  2.9700
C: -1.5767 -2.9148 1.6645  -1.8930
C: -0.4872 -5.0496 2.1065  -2.3767
C: -1.3806 -4.5544 -0.1735  -1.7103
H: 7.8075 3.0616 -1.7113  0.4650
H: 6.3576 2.5459 -2.5714  0.3490
H: 7.2834 1.3817 -1.6023  0.3156
H: 5.7854 3.8022 -0.4853  0.3340
H: 7.3317 1.5805 0.9302  0.3353
H: 6.4642 2.8869 1.7445  0.3633
H: 7.8783 3.2540 0.7522  0.4379
H: 4.1439 2.9302 1.4696  0.6644
H: 1.9032 0.3527 2.8215  -1.3978
H: 3.8631 2.5516 3.6326  0.3233
H: 4.0570 0.8215 3.9631  0.3718
H: 2.7071 1.7143 4.6729  0.5036
H: 1.8885 3.3289 2.1467  0.4611
H: 0.7941 2.5060 3.2700  0.4332
H: 0.7344 2.1291 1.5428  -0.0038
H: 5.1132 0.7106 -2.0193  0.2168
H: 2.8663 -2.0673 -1.2659  -1.6119
H: 5.4540 -2.1302 -1.5870  0.3678
H: 5.1795 -1.2107 -3.0690  0.4898
H: 4.4726 -2.8137 -2.8892  0.4415
H: 3.0004 0.1903 -3.2759  0.3356
H: 1.5809 -0.4696 -2.4540  0.0423
H: 2.4298 -1.4462 -3.6507  0.7655
H: 4.9021 -0.7529 2.1372  0.5296
H: 5.0783 -2.2668 4.0444  0.4370
H: 3.1908 -3.8432 4.5226  0.4733
H: 1.4151 -4.0737 2.8711  0.3315
H: 1.7265 -3.3922 -2.4550  0.0656
H: 0.5960 -4.7065 -2.1732  0.4242
H: 2.2833 -5.0695 -2.5643  0.4180
H: 3.7918 -3.1175 -0.4431  -0.0158
H: 4.0427 -4.7703 -0.9913  0.6422
H: 3.7645 -4.4163 0.7191  0.3634
H: 0.7748 -6.2124 -0.1314  0.3609
H: 2.0845 -5.9205 1.0367  0.3556
H: 2.4496 -6.4812 -0.5862  0.5309
H: -1.1252 -2.4828 2.5532  0.1315
H: -2.5047 -3.4106 1.9667  0.8212
H: -1.8322 -2.1265 0.9628  -0.2372
H: -0.4402 -4.6271 3.1108  0.4933
H: 0.3534 -5.7178 1.9678  0.2101
H: -1.3924 -5.6624 2.0719  0.5397
H: -1.4469 -3.8530 -1.0001  -0.0741
H: -2.4056 -4.7848 0.1252  0.6310
H: -0.9308 -5.4789 -0.5318  0.2867

***

2.
ORCA calculation (the ωB97M-V functional and the def2-TZVPD basis) on an isolated molecule of C20H25N3O4S.

## Properties
Max |F|, hartree/bohr: 0.019
Frontier orbital gap, eV: 8.300
Energy above the lowest of the compared OMol25 structures with the same formula, charge and spin, kJ/mol: 352.7
Highest occupied orbital energy, eV: -7.7
Structure (SMILES): CCOc1cc(NC(=S)NCc2ccco2)c(OCC)cc1NC(=O)C1CC1

Last column: Mulliken charge in e.
Element x y z (Å)
C: 2.0478 4.5524 0.7101  -1.3707
C: 2.2623 3.8987 -0.6489  -0.1224
O: 1.0955 3.2801 -1.1798  -0.6297
C: 0.6967 2.1259 -0.5217  0.1560
C: -0.1782 2.1663 0.5465  -0.7290
C: -0.5953 1.0098 1.2030  0.2758
N: -1.4410 1.1880 2.3052  -0.1551
C: -2.5449 0.5277 2.7570  0.0052
S: -3.3676 1.2034 4.0275  -0.4403
N: -2.9685 -0.5858 2.1385  -0.1067
C: -4.0328 -1.3842 2.7132  -0.6535
C: -4.3187 -2.5518 1.8353  0.1245
C: -5.4725 -3.0063 1.2709  -0.5644
C: -5.1274 -4.1733 0.5440  -0.6368
C: -3.7905 -4.3380 0.7171  -0.2837
O: -3.2899 -3.3649 1.4989  -0.1811
C: -0.0701 -0.2264 0.7796  1.3554
O: -0.4439 -1.3359 1.4847  -0.5605
C: 0.1278 -2.6032 1.1974  -0.5701
C: 1.5542 -2.7374 1.7149  -1.2090
C: 0.7765 -0.2706 -0.3183  -0.6017
C: 1.1615 0.8864 -0.9805  -0.9253
N: 1.9919 0.8923 -2.0980  -0.0136
C: 2.6577 -0.1441 -2.6789  0.5831
O: 2.6434 -1.2830 -2.2546  -0.6761
C: 3.4378 0.2181 -3.8984  -0.4872
C: 4.1395 1.5445 -4.0445  -0.4572
C: 2.9499 1.2435 -4.8900  -0.5774
H: 2.9465 5.0922 0.9957  0.4120
H: 1.2171 5.2519 0.6616  0.3080
H: 1.8362 3.8012 1.4675  0.3819
H: 2.5276 4.6558 -1.3921  0.3689
H: 3.0780 3.1639 -0.5782  0.2345
H: -0.5600 3.1218 0.8725  0.4451
H: -1.3663 2.1026 2.7349  0.3081
H: -2.2887 -1.0991 1.5909  0.4801
H: -3.7488 -1.7232 3.7217  0.3175
H: -4.9278 -0.7640 2.8137  0.4440
H: -6.4447 -2.5682 1.3621  0.4702
H: -5.7860 -4.7951 -0.0264  0.4309
H: -3.1028 -5.0750 0.3524  0.4524
H: -0.5284 -3.3048 1.7204  0.2865
H: 0.0774 -2.8144 0.1234  0.4709
H: 1.5851 -2.5030 2.7762  0.3375
H: 2.2272 -2.0652 1.1894  0.3479
H: 1.8960 -3.7578 1.5678  0.4028
H: 1.1721 -1.2032 -0.6799  0.8551
H: 2.0578 1.8094 -2.5216  0.3340
H: 3.9438 -0.6515 -4.2991  0.5138
H: 4.0504 2.2698 -3.2489  0.1226
H: 5.1149 1.5391 -4.5064  0.2562
H: 2.0190 1.7540 -4.6912  0.2196
H: 3.1031 1.0306 -5.9369  0.2510

***

3.
ORCA calculation (the ωB97M-V functional and the def2-TZVPD basis) on an isolated ion of composition C3H7Cl2N4S2 and charge +1.

## Properties
Max |F|, hartree/bohr: 0.072
Total charge: +1
Frontier orbital gap, eV: 7.706
Energy above the lowest of the compared OMol25 structures with the same formula, charge and spin, kJ/mol: 65.9
Highest occupied orbital energy, eV: -13.5

Last column: Mulliken charge in e.
Element x y z (Å)
C: -0.0356 -0.1581 -0.1615  0.7619
C: -2.0577 1.0098 0.0770  -0.8882
C: -0.6756 1.3563 -1.9851  -1.0740
N: -0.1889 -0.5034 1.2360  -0.2913
N: 0.5926 -1.2772 1.7234  0.0433
N: 1.1275 -0.5992 -0.5754  -0.5197
N: -0.8367 0.7350 -0.7139  0.0688
S: 3.5310 -1.1286 1.6459  0.2038
S: 1.7271 -2.1434 0.7044  0.3785
Cl: 2.8849 -0.9574 3.5264  0.0182
Cl: 1.5718 -3.6692 1.9804  -0.1017
H: -2.2354 2.1232 0.3407  0.3428
H: -2.9478 0.4954 -0.4063  0.3261
H: -1.9233 0.5328 1.0041  0.3489
H: -1.1913 2.3583 -1.9710  0.3070
H: 0.3421 1.5780 -2.1106  0.4599
H: -1.1038 0.7830 -2.6931  0.3834
H: 1.4192 -0.5353 -1.6213  0.2322

***

4.
ORCA calculation (the ωB97M-V functional and the def2-TZVPD basis) on C43H56BClN8OSbSe4V as an isolated structure.

## Properties
Max |F|, hartree/bohr: 0.066
Total charge: -1
Frontier orbital gap (spin up / spin down), eV: 1.975 / 2.445
⟨S²⟩: 3.80
Highest occupied orbital energy (spin up / spin down), eV: -2.4 / -2.4
Multiplicity: 4

Last column: Mulliken charge in e.
Element x y z (Å)
V: -18.3206 12.0482 -3.6569  0.1164
Cl: -15.6261 19.5024 -4.6793  -0.1690
C: -16.7521 18.3096 -5.0122  0.0221
C: -17.6933 18.5357 -6.0424  -0.5107
C: -18.7588 17.7196 -6.3456  -1.0418
C: -18.9395 16.4556 -5.6745  0.2972
O: -19.9075 15.6631 -5.6951  -0.5314
C: -17.7287 16.1190 -4.7875  0.5863
C: -17.4659 14.7954 -4.4795  -0.4954
N: -17.8704 13.6462 -5.0682  1.5654
C: -17.4616 13.2371 -6.3192  0.3034
C: -16.8620 14.0055 -7.3123  -0.4968
C: -16.7899 13.4841 -8.6289  -1.0933
C: -17.6459 12.4357 -8.9222  -0.7348
C: -18.0662 11.5368 -7.9765  0.3332
C: -18.8386 10.3885 -8.2410  -1.0044
C: -19.0840 9.5093 -7.2150  -0.9173
C: -18.6177 9.8734 -5.9468  -0.2560
N: -18.0573 11.0683 -5.6054  0.7346
C: -17.7940 11.9203 -6.6287  -0.1245
C: -16.6901 17.0504 -4.4352  -0.9516
H: -17.6296 19.4970 -6.5966  0.3205
H: -19.4870 17.9856 -7.0125  0.6522
H: -16.6985 14.6489 -3.7020  0.2704
H: -16.3790 14.9582 -7.0537  0.4869
H: -16.1747 14.0530 -9.3283  0.4361
H: -17.9532 12.1901 -9.9144  0.4370
H: -19.0315 10.1390 -9.2943  0.4046
H: -19.7250 8.6417 -7.3769  0.4243
H: -18.5745 9.1665 -5.1382  0.2532
H: -16.0355 16.8116 -3.6163  0.5842
C: -14.9568 12.7834 -3.8821  -0.5144
C: -14.5904 11.3507 -3.5020  1.2331
C: -13.5139 11.0975 -2.4615  -1.0924
C: -15.7417 10.4146 -3.1846  -0.7975
C: -15.7298 8.9796 -3.0921  -1.2743
C: -17.0471 8.6337 -2.6027  -0.0279
C: -17.5794 7.2596 -2.4520  0.4699
C: -18.7202 6.9818 -3.4234  -1.1074
C: -17.7028 6.6641 -1.0463  -1.5468
N: -17.7546 9.7968 -2.4464  1.0404
N: -16.9237 10.8718 -2.7758  -0.4679
B: -19.1028 9.9968 -1.5836  0.7341
N: -20.3036 10.2303 -2.6415  0.6040
N: -20.1509 11.3334 -3.4575  0.8376
C: -21.3430 11.5667 -4.0955  -1.7590
C: -22.1902 10.5140 -3.7806  -0.6903
C: -21.5188 9.6495 -2.8397  0.2678
C: -22.1596 8.3793 -2.2617  1.2237
C: -22.3379 8.4672 -0.7776  -1.1611
C: -23.5401 8.4099 -2.8904  -1.9328
C: -21.6155 12.7344 -4.9434  3.0903
C: -22.7825 13.5624 -4.3151  -1.6066
C: -22.0148 12.1742 -6.3248  -1.5983
N: -18.7887 11.3203 -0.7381  0.5257
N: -18.7637 12.5117 -1.4779  0.5275
C: -18.6372 13.5226 -0.6284  -0.3089
C: -18.3483 12.9873 0.6690  -1.3656
C: -18.4360 11.5768 0.5609  -0.2092
C: -18.3294 10.6996 1.7806  0.5493
C: -19.5603 10.8129 2.6129  -1.5108
C: -18.0400 9.2308 1.5497  -1.2958
C: -19.0321 14.9553 -0.8925  0.9059
C: -17.8467 15.9054 -0.9302  -1.3642
C: -19.9871 15.1387 -2.0660  -1.3516
H: -16.0541 12.8507 -3.9699  -0.5468
H: -14.5134 13.0754 -4.8085  0.4543
H: -14.6526 13.5328 -3.1609  0.2130
H: -14.2014 10.8196 -4.4548  0.2840
H: -12.6600 10.5703 -2.9194  0.2748
H: -13.9431 10.4611 -1.6770  0.3573
H: -13.1691 12.0404 -1.9885  0.0280
H: -14.8447 8.4202 -3.2713  0.6961
H: -16.7999 6.6545 -2.9559  0.5169
H: -19.3481 7.8531 -3.4522  -0.1315
H: -19.3902 6.1988 -3.1209  0.4254
H: -18.3882 6.7227 -4.4618  0.2639
H: -18.3972 7.1182 -0.3265  0.0941
H: -16.7436 6.7301 -0.5692  0.4359
H: -17.8853 5.5919 -1.1112  0.5223
H: -19.4779 9.0175 -0.9911  -0.5356
H: -23.2359 10.4780 -4.0080  0.4993
H: -21.5853 7.5887 -2.6919  0.0458
H: -22.6630 9.4155 -0.3852  0.3895
H: -21.4025 8.1924 -0.2530  -0.0052
H: -23.0607 7.6857 -0.4028  0.4470
H: -24.0953 9.3184 -2.5071  0.3680
H: -24.1286 7.5588 -2.4482  0.4601
H: -23.5499 8.2901 -3.9746  0.3698
H: -20.7486 13.3088 -4.9642  -1.2525
H: -23.6970 13.3881 -4.8155  0.4622
H: -22.5210 14.6434 -4.3371  0.2914
H: -22.9482 13.4140 -3.2131  0.3039
H: -23.0314 11.6904 -6.1730  0.3331
H: -21.3829 11.4416 -6.7196  0.3315
H: -22.0966 12.9358 -7.1405  0.3082
H: -18.0530 13.5492 1.5137  0.6774
H: -17.5048 11.1865 2.3459  0.5121
H: -20.5118 10.4571 2.1136  0.2047
H: -19.7290 11.8464 2.8799  0.4654
H: -19.4615 10.1803 3.5005  0.4283
H: -18.8926 8.7579 1.1158  -0.0027
H: -17.9225 8.7853 2.5666  0.4765
H: -17.1263 8.9639 1.0157  0.3102
H: -19.5870 15.1693 0.0170  0.6198
H: -16.9525 15.3982 -0.5312  0.4264
H: -18.0086 16.7616 -0.2715  0.3660
H: -17.6604 16.2664 -1.9664  0.1385
H: -19.6171 14.5214 -2.8805  -0.1148
H: -20.1020 16.1830 -2.4117  0.3203
H: -20.9865 14.7298 -1.8429  0.4033
Se: -9.2108 16.2981 -1.3437  -0.7079
Sb: -11.1874 16.0768 -2.6044  0.6445
Se: -12.5622 17.9980 -3.1481  -0.4170
Se: -10.5493 14.8915 -4.7056  -0.7833
Se: -12.7138 14.7242 -1.2689  -0.5994

***

5.
ORCA calculation (the ωB97M-V functional and the def2-TZVPD basis) on an isolated molecule of C4H10FP.

## Properties
Max |F|, hartree/bohr: 0.095
Frontier orbital gap, eV: 10.248
Energy above the lowest of the compared OMol25 structures with the same formula, charge and spin, kJ/mol: 61.6
Highest occupied orbital energy, eV: -9.3
Structure (SMILES): CPC(C)(C)F

Last column: Mulliken charge in e.
Element x y z (Å)
C: 1.8421 -0.5801 0.1105  -0.9330
P: 0.2977 -1.4508 -0.5701  -0.1215
C: -1.1661 -0.3986 0.0567  1.1302
C: -1.5174 0.5763 -1.0616  -1.4524
C: -1.1252 0.0508 1.5108  -1.3264
F: -2.1241 -1.5135 -0.0341  -0.3617
H: 2.8276 -1.0688 -0.0411  0.3426
H: 1.7630 -0.1363 1.0610  0.3082
H: 1.7955 0.1329 -0.6525  0.2684
H: 0.1733 -2.3114 0.5344  0.0221
H: -0.9728 0.3359 -2.0386  0.3505
H: -2.5814 0.5960 -1.3651  0.3644
H: -1.3589 1.5955 -0.7661  0.3568
H: -0.2156 0.0294 1.9445  0.3809
H: -1.6388 -0.7956 1.9896  0.3550
H: -1.7434 0.9879 1.6216  0.3159